A.
Entry from the OMol25 dataset: 2 unconnected molecules or ions with the total composition CH2ClNO2 (ωB97M-V with the def2-TZVPD basis set).

Calculated values
HOMO (spin up / spin down), eV: -8.9712 / -9.3483
Kohn-Sham gap (spin up / spin down), hartree: 0.3297 / 0.3173
2S+1: 1

Each line ends with the Löwdin charge.
Atoms and positions in Å:
C -1.9463 2.0565 -0.1023  -0.702
N -0.0516 0.0586 0.2614  -0.051
O -1.9184 1.3075 -1.0478  -0.028
O -0.0199 1.1557 0.9541  -0.139
Cl -3.0473 3.2401 0.2573  0.737
H 0.0291 0.2345 -0.6711  0.044
H -0.7777 -0.6665 0.5022  0.139

---

B.
Entry from the OMol25 dataset: 2 unconnected molecules or ions with the total composition CH2ClNO2 (ωB97M-V with the def2-TZVPD basis set).

Calculated values
HOMO, eV: -9.4899
Kohn-Sham gap, hartree: 0.3471
2S+1: 1

Each line ends with the Löwdin charge.
Atoms and positions in Å:
O -0.2976 -0.6933 -0.4575  -0.020
C -0.0949 -0.4268 -1.6126  -0.718
Cl 1.3916 -0.7146 -2.4074  0.670
H -0.8567 -0.2619 -2.3401  0.066
N 0.3469 0.4732 2.3511  0.043
O 0.0077 1.3981 1.6549  -0.072
H -0.4971 0.2253 2.8116  0.032

---

Verdict on stability: B comes out on top.